{"formula": "C21H28N6O2S2", "method": "the ωB97M-V functional and the def2-TZVPD basis", "species": ["C", "C", "O", "C", "C", "C", "C", "C", "C", "H", "H", "N", "C", "N", "C", "C", "S", "H", "C", "C", "N", "N", "C", "N", "C", "H", "H", "H", "S", "C", "H", "C", "O", "N", "C", "C", "H", "H", "H", "H", "H", "C", "C", "H", "H", "H", "H", "H", "H", "H", "H", "H", "H", "H", "H", "H", "H", "H", "H"], "xyz": [[3.0762, -6.8874, -4.8660], [2.1533, -6.0092, -4.0357], [2.4861, -6.2033, -2.6756], [1.8077, -5.5070, -1.7252], [2.2015, -5.7371, -0.4048], [1.5856, -5.0811, 0.6359], [0.5545, -4.1734, 0.3898], [0.1539, -3.9511, -0.9207], [0.7747, -4.6087, -1.9687], [0.4371, -4.4096, -2.9733], [-0.6529, -3.2656, -1.1162], [-0.0341, -3.5384, 1.4830], [-0.9635, -2.5615, 1.4908], [-1.5009, -1.9753, 0.4750], [-2.4090, -1.0280, 0.8525], [-2.5704, -0.8777, 2.1889], [-1.5508, -1.9740, 3.0562], [-3.2100, -0.1978, 2.7109], [-3.0948, -0.2101, -0.2019], [-2.3441, 1.0582, -0.3991], [-2.6922, 2.2248, 0.0638], [-1.7483, 3.1170, -0.2821], [-0.8277, 2.4705, -0.9472], [-1.1473, 1.1507, -1.0568], [-0.3869, 0.1207, -1.7027], [0.6623, 0.4161, -1.7116], [-0.7254, -0.0152, -2.7328], [-0.5029, -0.8125, -1.1510], [0.6309, 3.1598, -1.5855], [0.6854, 4.5912, -0.4638], [-0.1544, 5.2310, -0.7107], [0.6954, 4.0540, 0.9644], [1.4682, 3.1586, 1.2574], [-0.1579, 4.5983, 1.8532], [-1.1370, 5.6243, 1.5535], [-0.5265, 7.0202, 1.4322], [-0.0283, 7.3020, 2.3563], [-1.3120, 7.7435, 1.2279], [0.2035, 7.0666, 0.6286], [-1.8590, 5.6235, 2.3722], [-1.6829, 5.3489, 0.6467], [-0.1836, 4.0368, 3.1928], [0.3229, 5.0133, 4.2487], [0.3544, 4.5181, 5.2156], [1.3269, 5.3468, 3.9978], [-0.3279, 5.8809, 4.3294], [0.4556, 3.1518, 3.1759], [-1.2086, 3.7263, 3.4207], [1.6314, 5.0901, -0.6747], [-3.1284, -0.7791, -1.1322], [-4.1047, 0.0444, 0.1179], [0.3036, -3.8291, 2.3894], [1.9035, -5.2698, 1.6514], [2.9994, -6.4389, -0.2225], [1.1047, -6.2883, -4.2114], [2.2866, -4.9532, -4.3096], [2.8533, -6.7646, -5.9219], [2.9426, -7.9298, -4.5908], [4.1114, -6.6119, -4.6844]], "lumo_ev": 0.51, "homo_ev": -7.6, "largest_force_ha_per_bohr": 0.023, "total_charge": 0, "spin_multiplicity": 1, "smiles": "CCOc1ccc(Nc2nc(Cc3nnc(SCC(=O)N(CC)CC)n3C)cs2)cc1", "energy_ev": -56937.85798}